# 1
{
  "formula": "C18H18N2",
  "method": "ωB97M-V with the def2-TZVPD basis set",
  "de_lowest_kcal_mol": 0.00,
  "lumo_energy_ev": 0.72,
  "orbital_gap_ev": 8.2,
  "smiles": "Cc1c[nH]c2ccccc12.Cc1c[nH]c2ccccc12",
  "energy_ha": -806.24670,
  "elements": ["C", "C", "H", "C", "H", "C", "H", "H", "H", "C", "C", "C", "H", "H", "C", "C", "H", "C", "C", "H", "H", "H", "C", "C", "H", "N", "C", "C", "H", "C", "H", "C", "C", "H", "N", "H", "H", "H"],
  "coordinates": [[3.665, -2.044, -0.025], [-2.416, 0.752, -1.514], [4.288, -2.014, 0.871], [1.653, -0.472, 0.080], [-0.855, 4.789, 2.227], [-0.017, -1.826, 0.709], [-1.656, 3.264, 2.546], [0.542, 1.272, -3.122], [-0.354, 0.193, 0.224], [1.180, -2.600, 0.614], [-1.241, -2.418, 1.013], [1.120, -3.956, 0.941], [2.115, 0.461, -0.202], [-1.488, -0.046, -3.299], [-0.094, -4.535, 1.285], [-1.410, 3.980, 1.759], [1.683, 3.371, -1.559], [0.567, 3.794, 0.174], [2.224, -1.690, 0.240], [3.727, -3.042, -0.454], [-0.146, -5.580, 1.556], [-3.074, 1.733, 0.280], [-0.232, 1.381, -2.373], [-2.283, 1.637, -0.449], [-3.324, 0.174, -1.597], [0.931, 3.086, -0.957], [-1.398, 0.635, -2.463], [-0.661, 3.401, 0.605], [4.080, -1.308, -0.715], [-0.109, 2.268, -1.316], [-2.201, -4.217, 1.606], [-1.261, -3.763, 1.322], [-1.121, 2.399, -0.331], [1.995, -4.596, 0.902], [0.306, -0.543, 0.371], [1.175, 4.561, 0.625], [-2.141, -1.814, 1.034], [-2.369, 4.359, 1.395]],
  "lowdin_charge": [-0.05, -0.10, 0.07, -0.06, 0.07, -0.20, 0.08, 0.11, 0.10, -0.13, -0.03, -0.03, 0.12, 0.10, -0.11, -0.05, 0.15, -0.05, -0.23, 0.07, 0.09, 0.11, -0.03, -0.04, 0.10, 0.08, -0.09, -0.23, 0.07, -0.24, 0.09, -0.11, -0.16, 0.10, 0.10, 0.12, 0.10, 0.08]
}

---

# 2
{
  "formula": "C37H54AsN5O2PdS",
  "method": "ωB97M-V with the def2-TZVPD basis set",
  "de_lowest_kcal_mol": 49.95,
  "lumo_energy_ev": [4.20, 4.20],
  "orbital_gap_ev": [3.2, 3.2],
  "charge": -2,
  "energy_ha": -4628.23982,
  "elements": ["C", "H", "H", "H", "C", "C", "C", "H", "C", "N", "H", "H", "H", "C", "H", "H", "C", "C", "C", "H", "O", "H", "C", "H", "H", "C", "C", "H", "C", "H", "H", "C", "C", "H", "H", "H", "C", "C", "H", "C", "H", "H", "C", "C", "S", "C", "H", "C", "H", "H", "H", "C", "O", "H", "C", "C", "H", "H", "H", "Pd", "H", "H", "C", "H", "H", "H", "C", "H", "H", "H", "C", "C", "H", "H", "H", "H", "H", "N", "C", "H", "H", "C", "C", "H", "H", "H", "N", "H", "H", "As", "C", "H", "C", "H", "C", "N", "C", "N", "H", "H", "C"],
  "coordinates": [[-1.111, -1.984, -1.995], [3.357, -1.739, -5.824], [-4.193, -4.072, 1.017], [0.997, -4.419, -1.571], [-3.739, -3.094, 1.151], [-3.440, 5.073, -1.592], [0.665, 2.868, 3.849], [-1.751, -1.946, -2.879], [0.555, -5.331, -1.196], [-1.347, 3.204, -0.067], [-0.146, -1.688, -4.439], [3.173, 5.718, -4.011], [0.292, -2.354, 3.365], [-4.550, -2.004, 1.439], [-2.055, 0.338, 1.742], [-0.424, -5.457, -1.666], [0.189, 1.777, 4.638], [-2.070, 5.413, -0.993], [-3.493, 3.714, -2.292], [-4.199, 5.111, -0.803], [-0.311, -0.384, 4.793], [-0.616, 2.933, 6.287], [-2.576, -0.620, 1.534], [-2.499, 4.565, 0.939], [-2.733, 3.657, -3.075], [1.986, 3.488, -1.644], [0.615, -4.323, 2.502], [-0.835, 5.094, 0.751], [-0.685, -7.887, 2.882], [-1.525, 2.538, 0.683], [0.539, 4.675, -0.740], [0.727, -4.181, 1.098], [0.658, -1.837, -3.723], [-4.547, 0.096, 1.916], [4.405, -3.306, -1.217], [-1.313, 5.295, -1.772], [1.973, -1.860, -4.175], [0.166, -5.517, 3.055], [3.556, -2.453, 0.083], [1.383, 4.023, 4.500], [2.636, 4.311, -1.336], [-1.318, -1.111, -1.376], [-2.365, -2.962, 1.024], [0.426, -5.303, 0.309], [0.080, 1.177, -0.892], [-1.664, 4.582, 0.235], [2.305, 2.581, -1.124], [-0.207, 2.801, -0.726], [1.620, 4.052, -5.074], [0.928, -3.542, 4.482], [-5.626, -2.117, 1.525], [1.355, -2.209, -1.426], [1.169, 3.853, 1.866], [2.181, 4.372, 3.844], [-0.174, -6.608, 2.269], [3.865, -2.392, -0.957], [1.814, -2.508, -6.222], [3.207, 3.147, -3.369], [-1.766, -3.843, 0.824], [-0.009, 0.740, 1.705], [-0.249, -7.335, 0.258], [-1.681, -8.129, 2.502], [-0.137, 1.968, 6.099], [1.229, 3.424, 1.007], [1.973, -2.824, 3.239], [1.615, 6.454, -4.435], [1.505, 4.325, -4.021], [0.067, -5.590, 4.134], [1.808, 3.724, 5.457], [0.437, 4.351, -3.796], [2.281, -1.708, -5.642], [-1.729, -1.703, 1.170], [-3.298, 2.906, -1.592], [-3.691, 5.854, -2.319], [-4.472, 3.555, -2.752], [1.899, -0.758, -6.023], [0.755, 1.890, 6.734], [0.610, 3.810, -1.264], [-3.940, -0.764, 1.649], [-0.812, 1.159, 6.381], [-0.746, -7.797, 3.967], [2.680, -2.197, -1.879], [0.338, -2.004, -2.382], [4.559, -1.554, -1.061], [-1.377, -2.862, -1.407], [1.664, 2.280, -3.375], [-0.428, -1.422, 0.980], [0.701, 4.860, 4.674], [4.010, -2.057, -3.555], [1.096, -2.209, 0.617], [0.971, -3.206, 3.446], [1.180, -6.174, -1.506], [2.101, 5.715, -3.794], [-0.029, -8.730, 2.645], [2.970, -2.038, -3.235], [0.467, 2.827, 2.570], [-0.018, -6.487, 0.900], [0.134, 0.573, 4.075], [-2.076, 6.464, -0.684], [1.959, 6.030, -2.760], [2.137, 3.237, -3.150]],
  "lowdin_charge": [-0.07, 0.06, 0.08, 0.04, -0.14, -0.27, -0.34, 0.07, -0.06, -0.04, 0.11, 0.07, 0.05, -0.17, 0.05, 0.08, -0.35, -0.21, -0.11, 0.10, -0.22, 0.06, -0.07, 0.12, 0.07, -0.25, -0.29, 0.10, -0.07, 0.08, 0.10, -0.24, -0.03, 0.08, 0.07, 0.09, -0.29, -0.03, 0.01, -0.04, 0.11, 0.03, -0.07, -0.29, 0.73, -0.22, 0.08, -0.84, 0.10, 0.07, 0.07, -0.29, -0.12, 0.06, -0.29, -0.09, 0.07, 0.11, 0.08, 0.24, 0.11, 0.07, -0.09, 0.03, 0.06, 0.06, -0.27, 0.10, 0.06, 0.09, -0.07, -0.42, 0.07, 0.09, 0.06, 0.07, 0.06, -0.03, -0.13, 0.05, 0.06, -0.31, -0.30, 0.07, 0.06, 0.09, -0.35, 0.08, 0.10, 1.27, -0.10, 0.07, -0.12, 0.07, -0.04, -0.05, -0.05, -0.16, 0.10, 0.06, -0.21]
}

---

# 3
{
  "formula": "C4H2O2",
  "method": "ωB97M-V with the def2-TZVPD basis set",
  "de_lowest_kcal_mol": 9.53,
  "lumo_energy_ev": -0.50,
  "orbital_gap_ev": 10.4,
  "smiles": "O=CC#CC=O",
  "energy_ha": -303.99463,
  "elements": ["H", "H", "C", "C", "C", "O", "C", "O"],
  "coordinates": [[-0.252, -1.973, -1.806], [-0.831, 2.445, 1.216], [-0.276, 0.533, 0.284], [-0.009, 1.891, 0.736], [-0.290, -0.599, -0.138], [1.088, 2.370, 0.575], [0.008, -1.892, -0.737], [0.561, -2.776, -0.130]],
  "lowdin_charge": [0.12, 0.12, 0.07, -0.26, 0.07, 0.08, -0.27, 0.08]
}